[1]
This record from OMol25 describes a 4-piece molecular cluster, C4H15N2O overall. The level of theory is wB97M-V/def2-TZVPD.

```
! RIJCOSX wB97M-V def2-TZVPD def2/J DEFGRID3
* xyz 1 1
C 1.061 -1.210 -2.329
N -1.208 -2.193 1.265
C -1.472 -2.056 2.681
C 1.908 -0.886 -3.292
N 0.716 2.875 0.633
C -0.243 3.056 -0.416
H 0.031 -0.909 -2.447
H 1.443 -1.799 -1.506
H -0.508 -2.928 1.134
H -0.628 -1.460 3.069
H -2.375 -1.492 2.883
H -1.399 -3.013 3.183
H 2.945 -1.188 -3.283
H 1.514 -0.403 -4.175
H -0.764 -1.288 0.866
H 1.666 3.075 0.340
H -0.111 4.033 -0.873
H -0.081 2.276 -1.176
H -1.262 2.980 -0.038
H 0.634 1.986 1.128
H -1.404 0.389 1.131
O -0.460 0.154 1.223
*
```

Output
E_tot   -345.6021 hartree
ΔE to the lowest compared entry with this formula, charge and spin   9.350 eV
Highest occupied orbital energy   -12.923 eV

Atomic partial charges in e from the natural (NBO) method, atoms 1 to 8: C -0.427; N -0.406; C -0.459; C -0.353; N -0.548; C -0.438; H 0.194; H 0.188



[2]
This record from OMol25 describes C4H8O as an isolated structure. The level of theory is wB97M-V/def2-TZVPD.

```
! RIJCOSX wB97M-V def2-TZVPD def2/J DEFGRID3
* xyz 0 1
C -0.386 0.577 0.917
C -0.197 -0.682 0.179
C -1.068 -0.714 -1.076
O -0.152 0.128 -1.797
C 0.517 0.370 -0.578
H 1.918 0.597 1.310
H -0.009 0.514 1.955
H -1.228 1.245 0.856
H 0.222 -1.562 0.646
H -1.980 -0.124 -0.984
H -1.270 -1.695 -1.501
H 2.305 0.287 0.758
H 1.327 1.060 -0.685
*
```

Output
E_tot   -232.2580 hartree
ΔE to the lowest compared entry with this formula, charge and spin   5.105 eV
Highest occupied orbital energy   -8.203 eV

Atomic partial charges in e from the natural (NBO) method, atoms 1 to 8: C -0.495; C -0.302; C -0.059; O -0.505; C 0.107; H -0.003; H 0.225; H 0.214